15
Properties=species:S:1:pos:R:3:lowdin_spin:R:1 method="wB97M-V/def2-TZVPD" spin_multiplicity=6 homo_lumo_gap_ev="3.34 / 8.39" max_force_ev_per_a=2.84 e_above_lowest_kcal_mol=0.0 total_charge=+3 e_lumo_ha="-0.5755 / -0.5755"
O -0.93 -0.11 -0.72 0.0002
C -0.07 -0.98 -0.15 0.0004
O 0.99 -0.65 0.35 -0.0072
O -0.48 -2.19 -0.14 0.0003
Pm 2.32 1.43 0.65 5.0137
C -1.90 -2.57 -0.33 -0.0001
C -2.80 -1.85 0.59 0.0000
H -2.15 -2.41 -1.39 0.0000
H -1.86 -3.64 -0.12 0.0000
H -2.56 -1.81 1.66 0.0000
H -3.72 -1.41 0.23 0.0000
O 0.08 1.84 -0.13 -0.0085
C -0.87 1.24 -0.60 0.0005
O -1.84 1.84 -1.18 0.0006
H -2.36 1.27 -1.78 0.0000